No. 1
Entry from the OMol25 dataset: a cluster of 2 separate species, C30H35N4O2 in total at a distorted geometry (ωB97M-V/def2-TZVPD).

Each line ends with the Löwdin charge.
Geometry (Å):
C 6.6124 -0.1379 1.7995  -0.1286
C 5.6120 0.9971 2.0608  -0.0797
C 4.3414 0.2727 2.3408  -0.1436
C 4.5967 -1.1135 2.2531  -0.1374
O 5.9123 -1.3833 1.8948  0.0189
C 3.5523 -2.0087 2.5123  0.0400
C 2.2994 -1.5363 2.8018  0.0113
C 2.0185 -0.1450 2.8212  -0.1821
C 0.7482 0.4097 3.0862  0.1007
C -0.5073 -0.2290 3.1776  -0.2018
C -1.5753 0.4840 3.7752  0.0563
C -2.7712 -0.1384 3.9953  -0.1448
C -2.9772 -1.4815 3.6112  -0.1523
O -4.2401 -1.9417 3.9581  0.0106
C -4.9237 -0.8874 4.6473  -0.1269
C -4.0331 0.3655 4.6114  -0.0768
C -1.9561 -2.1658 2.9414  0.0259
C -0.7664 -1.5362 2.6923  -0.0016
C 3.0903 0.7508 2.6063  0.0576
H 7.0694 -0.0644 0.8057  0.1318
H 7.4224 -0.1672 2.5372  0.1321
H 5.9120 1.6156 2.9137  0.1319
H 5.4896 1.6500 1.1899  0.1290
H 3.7518 -3.0640 2.4800  0.1272
H 1.5324 -2.2359 3.0830  0.1079
H 0.7399 1.4690 3.2772  0.1270
H -1.4417 1.5095 4.0645  0.1367
H -5.8907 -0.7251 4.1558  0.1313
H -5.1153 -1.2314 5.6714  0.1321
H -3.8488 0.7841 5.6080  0.1314
H -4.4688 1.1548 3.9862  0.1300
H -2.1288 -3.1738 2.6127  0.1292
H -0.0479 -2.0093 2.0454  0.1163
H 2.9107 1.8118 2.6197  0.1350
C 2.1517 4.5164 -2.1474  -0.0813
C 2.2000 3.0519 -2.5193  -0.2360
N 0.8686 2.5141 -2.8441  -0.0916
C 0.5950 2.2531 -4.2689  -0.1326
C -0.8942 2.1943 -4.5931  -0.1241
N -1.6567 1.4683 -3.5639  -0.0687
C -2.8161 0.6531 -3.9612  -0.1249
C -3.9093 0.6546 -2.8973  -0.1312
N -3.3833 0.5507 -1.5240  -0.0895
C -4.3230 0.0838 -0.4924  -0.2255
C -4.0226 -1.3278 -0.0435  -0.0748
C -2.1033 1.0580 -1.1975  -0.1253
C -1.6412 1.1348 0.1131  -0.1226
N -0.4905 1.6673 0.4887  0.0514
C 0.2738 2.1290 -0.4860  -0.1226
C -0.0320 2.0765 -1.8434  -0.1278
C -1.2661 1.5348 -2.2085  -0.0803
H 3.1411 4.8995 -1.8885  0.0751
H 1.7644 5.1164 -2.9735  0.0776
H 1.4940 4.6844 -1.2928  0.0684
H 2.8550 2.8910 -3.3808  0.1164
H 2.6321 2.4454 -1.7180  0.1024
H 1.0846 3.0330 -4.8632  0.1239
H 1.0741 1.3044 -4.5323  0.1228
H -1.3068 3.2051 -4.6705  0.1239
H -1.0598 1.7157 -5.5654  0.1240
H -3.2045 1.0247 -4.9167  0.1245
H -2.4652 -0.3673 -4.1440  0.1228
H -4.4942 1.5778 -2.9615  0.1239
H -4.6054 -0.1750 -3.0645  0.1234
H -4.2945 0.7882 0.3439  0.1075
H -5.3386 0.1582 -0.8927  0.1187
H -4.7057 -1.6559 0.7428  0.0744
H -4.1049 -2.0277 -0.8775  0.0806
H -3.0056 -1.4088 0.3430  0.0531
H -2.2512 0.7323 0.9033  0.0812
H 1.2057 2.5737 -0.1814  0.0881

Properties
Total charge = +1
Orbital gap = 4.377 eV


No. 2
Entry from the OMol25 dataset: a cluster of 7 separate species, C28H68BCl2O7P in total at a distorted geometry (ωB97M-V/def2-TZVPD).

Each line ends with the Löwdin charge.
Geometry (Å):
C 2.6639 -0.7404 -3.1423  -0.1032
C 2.3896 -2.3142 -3.1502  -0.6186
Cl 0.9364 -2.8288 -2.1597  0.6736
C 3.1873 -3.2112 -3.8458  -0.6163
Cl 4.6312 -2.6998 -4.8456  0.6122
B 2.8139 -4.8046 -3.7121  -0.3010
P 3.7734 -5.7263 -2.2918  0.8528
C 2.8601 -5.2123 -0.7199  -0.3390
O 5.3835 -5.0794 -2.2312  -0.3747
H 3.4686 -0.4410 -3.8691  0.0423
H 1.7176 -0.1331 -3.2172  0.0729
H 3.0875 -0.5314 -2.1001  0.0842
H 2.0244 -5.3481 -4.4018  0.0307
H 2.9233 -4.0842 -0.5406  0.0283
H 1.7596 -5.4248 -0.8922  0.0374
H 3.2378 -5.7136 0.2183  0.0457
H 5.4577 -4.5684 -1.4017  0.0381
C -2.7418 -3.3519 -1.7827  -0.0702
C -2.0866 -4.5167 -2.5015  -0.2860
O -2.3384 -5.7754 -1.8899  -0.1626
C -3.6996 -6.1707 -1.8022  -0.2810
C -4.3881 -6.2883 -3.1503  -0.0809
H -2.4126 -3.3099 -0.7410  0.0747
H -2.4804 -2.4107 -2.2707  0.0471
H -3.8305 -3.4335 -1.7794  0.0728
H -1.0030 -4.3793 -2.4847  0.0427
H -2.3772 -4.5446 -3.5570  0.1122
H -4.2467 -5.4930 -1.1377  0.1054
H -3.7047 -7.1486 -1.3156  0.1182
H -4.4206 -5.3325 -3.6772  0.0650
H -5.4165 -6.6339 -3.0230  0.0774
H -3.8557 -6.9962 -3.7904  0.0826
C 6.3175 -0.2283 -2.6255  -0.0877
C 6.2440 1.0089 -3.5017  -0.2746
O 6.2471 2.2265 -2.7684  -0.1589
C 7.3876 2.4688 -1.9582  -0.2820
C 8.6893 2.5219 -2.7381  -0.0822
H 5.4883 -0.2442 -1.9141  0.0707
H 6.2695 -1.1315 -3.2392  0.0363
H 7.2442 -0.2665 -2.0496  0.0681
H 5.3062 0.9911 -4.0622  0.1065
H 7.0472 1.0147 -4.2460  0.1088
H 7.4410 1.7293 -1.1517  0.1053
H 7.2231 3.4359 -1.4777  0.1178
H 8.9087 1.5731 -3.2316  0.0649
H 9.5231 2.7512 -2.0707  0.0770
H 8.6382 3.2898 -3.5141  0.0821
C -3.2909 0.3475 -2.7129  -0.0796
C -1.7789 0.4022 -2.5880  -0.2852
O -1.1550 1.1872 -3.5940  -0.1637
C -1.5313 2.5565 -3.6376  -0.2751
C -1.2289 3.3085 -2.3536  -0.0757
H -3.5807 -0.0403 -3.6924  0.0867
H -3.7124 -0.3012 -1.9406  0.0705
H -3.7457 1.3337 -2.6031  0.0655
H -1.3787 -0.6095 -2.6937  0.0845
H -1.4751 0.7511 -1.5950  0.1087
H -2.5883 2.6488 -3.9102  0.1061
H -0.9633 3.0067 -4.4549  0.1182
H -1.7809 2.9048 -1.5033  0.0544
H -1.5000 4.3613 -2.4562  0.0776
H -0.1645 3.2411 -2.1138  0.0856
C -4.6376 3.9207 1.3711  -0.0725
C -3.1255 3.9799 1.4909  -0.2800
O -2.5061 4.7742 0.4880  -0.1734
C -2.8818 6.1432 0.4475  -0.2775
C -2.5798 6.8963 1.7308  -0.0783
H -4.9294 3.5390 0.3898  0.0806
H -5.0537 3.2646 2.1399  0.0777
H -5.0958 4.9041 1.4899  0.0675
H -2.7216 2.9708 1.3759  0.1110
H -2.8204 4.3225 2.4855  0.0942
H -3.9387 6.2361 0.1750  0.1071
H -2.3131 6.5937 -0.3693  0.1177
H -3.1329 6.4924 2.5813  0.0648
H -2.8511 7.9492 1.6265  0.0785
H -1.5157 6.8293 1.9713  0.0826
C 0.0143 -3.2023 1.4099  -0.0959
C -0.5303 -3.2296 2.8258  -0.2727
O -0.0620 -2.1568 3.6315  -0.1561
C -0.3816 -0.8501 3.1759  -0.2759
C -1.8738 -0.5906 3.0648  -0.0782
H 1.1068 -3.2183 1.4171  0.0766
H -0.3452 -4.0687 0.8475  0.0743
H -0.2967 -2.3044 0.8718  0.0540
H -0.2017 -4.1489 3.3156  0.1203
H -1.6252 -3.2540 2.8282  0.1067
H 0.1249 -0.6485 2.2256  0.1075
H 0.0454 -0.1571 3.9047  0.1108
H -2.3505 -1.2520 2.3383  0.0639
H -2.0586 0.4392 2.7499  0.0621
H -2.3633 -0.7570 4.0280  0.0845
C -0.5448 2.0728 8.3556  -0.0810
C -1.9701 2.1445 7.8384  -0.2783
O -2.2749 3.3662 7.1787  -0.1586
C -1.4966 3.6712 6.0314  -0.2753
C -1.6068 2.6347 4.9276  -0.0910
H -0.3429 2.9012 9.0383  0.0820
H -0.3813 1.1324 8.8879  0.0782
H 0.1867 2.1284 7.5472  0.0647
H -2.6577 2.0732 8.6841  0.1185
H -2.1971 1.2957 7.1844  0.1045
H -0.4515 3.8333 6.3170  0.1081
H -1.8644 4.6290 5.6560  0.1164
H -1.2410 1.6568 5.2475  0.0547
H -1.0213 2.9417 4.0574  0.0801
H -2.6498 2.5099 4.6240  0.0813

Properties
Structure (SMILES) = C/C(Cl)=C(\Cl)BP(C)O.CCOCC.CCOCC.CCOCC.CCOCC.CCOCC.CCOCC
Orbital gap = 7.414 eV


No. 3
Entry from the OMol25 dataset: a structure of composition C40H56BFN7OS3SbSe4Ti (ωB97M-V/def2-TZVPD).

Each line ends with the Löwdin charge.
Geometry (Å):
Ti -0.1906 1.9910 -0.4733  0.2039
C 4.1780 -0.6132 0.9073  -0.0777
C 2.7926 -0.7466 1.4708  -0.3168
C 2.5928 -1.0643 2.8423  -0.0416
C 1.3143 -0.8817 3.3550  -0.2815
N 0.2383 -0.6626 2.6226  0.1456
N 0.4216 -0.6773 1.2423  0.0197
B -0.7090 -0.8099 0.4486  -0.6802
N -0.6694 -1.4948 -0.9016  -0.0013
N -0.1151 -2.7146 -0.8407  0.2051
C -0.0823 -3.4439 -1.9145  -0.2161
C -0.6558 -2.9921 -3.1278  0.0485
C -1.2259 -1.7621 -3.1938  -0.2402
C -1.8239 -1.2164 -4.4493  -0.0669
C -1.1960 -0.9547 -2.0148  -0.6071
S -1.7585 0.6401 -1.9973  0.7259
C 0.5816 -4.8085 -1.8047  -0.5501
C -0.4641 -5.8972 -2.0796  -0.0467
C 1.1659 -5.0120 -0.4075  -0.0535
C 1.7094 -4.9003 -2.8405  -0.0475
N -2.0214 -0.9340 1.1759  0.0279
N -2.3883 -2.1974 1.4385  0.1975
C -3.3912 -2.4068 2.2317  -0.2265
C -4.1062 -1.3247 2.8146  0.0399
C -3.7481 -0.0455 2.5510  -0.2448
C -4.4651 1.1286 3.1284  -0.0715
C -2.6171 0.1674 1.6853  -0.5790
S -2.1051 1.7187 1.3042  0.7501
C -3.7550 -3.8531 2.5336  -0.5527
C -5.1968 -4.1200 2.0840  -0.0503
C -3.6331 -4.0890 4.0448  -0.0462
C -2.8140 -4.8103 1.8032  -0.0674
C 1.7100 -0.4739 0.6926  -0.6061
S 1.7214 0.3155 -0.8605  0.7178
C 1.0525 -0.9127 4.8619  -0.5468
C 1.4288 -2.2963 5.4063  -0.0605
C 1.9064 0.1584 5.5523  -0.0554
C -0.4190 -0.6445 5.1834  -0.0731
H 4.9228 -0.8950 1.6539  0.0665
H 4.3704 0.4123 0.5829  0.0541
H 4.3075 -1.2416 0.0235  0.0688
H 3.4413 -1.2617 3.4836  0.0827
H -0.6361 -3.6261 -4.0065  0.1162
H -1.8211 -1.9697 -5.2372  0.0751
H -1.2626 -0.3398 -4.7789  0.0828
H -2.8432 -0.8714 -4.2714  0.0794
H -1.2667 -5.8515 -1.3408  0.0801
H -0.0006 -6.8852 -2.0222  0.0813
H -0.9071 -5.7901 -3.0722  0.0749
H 0.3888 -4.9556 0.3545  0.0743
H 1.9015 -4.2426 -0.1728  0.0880
H 1.6456 -5.9929 -0.3558  0.0815
H 1.3310 -4.8193 -3.8616  0.0734
H 2.2216 -5.8610 -2.7481  0.0806
H 2.4389 -4.1043 -2.6834  0.0938
H -4.9465 -1.5233 3.4696  0.1146
H -5.3380 0.8079 3.6973  0.0752
H -4.7678 1.8147 2.3361  0.0807
H -3.7945 1.6953 3.7771  0.0834
H -5.9063 -3.4649 2.5933  0.0745
H -5.4737 -5.1535 2.3066  0.0799
H -5.3000 -3.9601 1.0092  0.0896
H -4.3091 -3.4448 4.6104  0.0756
H -2.6147 -3.8890 4.3827  0.0858
H -3.8793 -5.1269 4.2823  0.0807
H -2.8713 -4.6681 0.7236  0.0754
H -3.0894 -5.8413 2.0407  0.0808
H -1.7785 -4.6405 2.0975  0.0804
H 2.4701 -2.5369 5.1894  0.0690
H 0.8042 -3.0666 4.9475  0.0808
H 1.2818 -2.3306 6.4907  0.0743
H 2.9709 -0.0304 5.4098  0.0708
H 1.6980 0.1770 6.6268  0.0744
H 1.6835 1.1442 5.1397  0.0892
H -1.0667 -1.3744 4.6961  0.0641
H -0.7229 0.3423 4.8328  0.0813
H -0.5683 -0.7001 6.2666  0.0753
O 1.0330 2.6177 -2.0794  -0.2552
C 1.1832 3.0761 -3.2275  -0.4340
C 2.5829 3.4630 -3.6361  -0.0737
C 2.7478 4.9211 -4.0736  -0.1870
C 2.2859 5.1897 -5.5009  -0.2150
C 0.7885 5.0085 -5.7087  -0.1994
C 0.2907 3.5875 -5.4871  -0.1952
N 0.1848 3.1813 -4.0897  0.1183
H 2.9097 2.7886 -4.4379  0.1257
H 3.1943 3.2545 -2.7590  0.1157
H 3.8072 5.1754 -3.9832  0.1095
H 2.2007 5.5677 -3.3829  0.0771
H 2.8326 4.5193 -6.1810  0.1041
H 2.5618 6.2100 -5.7811  0.1052
H 0.5265 5.2928 -6.7325  0.1096
H 0.2328 5.6725 -5.0423  0.0653
H 0.9138 2.8638 -6.0289  0.1173
H -0.7234 3.5202 -5.8740  0.0779
H -0.7507 3.0303 -3.7216  0.0666
F 5.0731 5.7221 -0.9193  0.0099
C 4.0052 5.0701 -0.3677  -0.2976
C 2.7586 5.6575 -0.4165  -0.0299
C 1.6840 4.9774 0.1369  -0.0573
C 1.8429 3.7206 0.7344  -0.3156
C 0.6759 2.9568 1.2476  -0.2743
C 3.1281 3.1755 0.7703  -0.0563
C 4.2149 3.8398 0.2211  -0.0271
H 2.6144 6.6180 -0.8948  0.0894
H 0.6980 5.4209 0.0622  0.0670
H -0.0543 3.5811 1.7557  0.0374
H 0.9928 2.1437 1.9131  0.0545
H 3.2637 2.2007 1.2237  0.0924
H 5.2097 3.4117 0.2383  0.1066
Se -3.9968 6.8637 -0.8536  -0.2796
Sb -2.2413 6.0800 -2.2937  -0.3189
Se -1.5146 3.7599 -1.0294  0.2141
Se -2.9314 5.1767 -4.4445  -0.2301
Se -0.2012 7.3898 -2.3047  -0.2012

Properties
Total charge = -2
Orbital gap (alpha / beta) = 4.261 / 4.263 eV